1.
Here is C38H32N3OPSSbV as an isolated structure from the Open Molecules 2025 dataset. Energies are from ωB97M-V/def2-TZVPD.

Geometry as XYZ:
```
78
C38H32N3OPSSbV (ωB97M-V/def2-TZVPD)
C 0.056 -3.453 -2.637
C 3.104 -1.367 3.518
C -2.404 4.912 2.610
C 0.580 -2.445 -1.822
V 0.394 0.653 0.533
C -2.583 -3.672 2.607
H -3.084 -4.162 3.430
H 1.920 -0.182 -3.385
C -1.953 -0.993 -1.898
H -1.016 -3.575 -2.742
N 1.801 1.684 -0.866
H -2.796 -5.354 1.297
C 3.358 3.506 -0.719
C -0.724 2.349 0.564
C -2.909 -0.488 -4.053
C 1.920 -2.474 1.644
H 0.441 0.253 -2.510
C -0.833 -0.519 1.656
C -4.271 -0.342 -2.076
C -1.784 -3.749 0.305
C -2.418 -4.345 1.395
H -3.583 3.918 -0.001
H -5.230 -0.160 -1.611
H -3.389 5.330 2.764
C -0.064 4.800 3.115
S -1.321 1.944 -0.864
C 2.328 -1.231 2.366
H -3.416 2.323 0.731
H 3.406 -2.359 3.827
C 1.298 0.646 -3.043
H 4.060 -0.354 5.148
H 2.948 -4.759 -3.808
H 3.245 2.248 -3.838
H 0.503 -5.061 -3.978
H 4.461 3.974 -2.513
H 0.945 1.175 -3.929
C 3.707 3.344 -2.058
N 1.943 -0.017 1.930
H 0.800 5.157 3.658
H 1.353 -2.255 0.750
H -0.881 -1.109 -3.765
C 0.910 -4.284 -3.346
C -1.318 5.382 3.320
C -2.270 3.892 1.685
C 1.961 -2.267 -1.747
H 3.354 1.886 4.328
C -4.130 -0.219 -3.452
C -2.103 -2.386 2.758
H -2.806 -0.414 -5.127
H -1.435 6.189 4.032
H -4.978 0.070 -4.059
H 1.320 -3.109 2.298
C -1.821 -0.875 -3.281
C 2.075 1.582 -2.178
C 0.079 3.775 2.218
C 2.285 -4.110 -3.252
C -1.453 -1.798 1.665
H -3.318 -0.843 -0.228
P -0.532 -1.409 -0.848
C 2.316 1.077 2.636
C 2.415 2.668 -0.159
H -1.679 -4.296 -0.621
C 3.045 2.386 -2.784
C 3.064 0.992 3.792
O -0.698 0.448 2.372
H -2.209 -1.849 3.691
C 2.810 -3.098 -2.458
H 2.801 -3.048 1.356
C -3.188 -0.724 -1.298
C -1.298 -2.463 0.441
H -4.350 3.586 1.546
H 2.375 -1.467 -1.140
C -3.465 3.387 0.947
Sb 2.174 3.130 1.941
H 3.827 4.281 -0.127
N -1.018 3.358 1.496
H 3.882 -2.958 -2.399
C 3.466 -0.260 4.248
```

Output
charge = +3
highest occupied orbital energy (alpha / beta) = -16.514 / -16.388 eV
multiplicity = 2
Kohn-Sham gap (alpha / beta) = 6.864 / 6.741 eV
energy relative to the best compared isomer or geometry (same formula, charge and spin) = 0.000 eV
molecular weight = 782.44 g mol⁻¹

2.
Here is C38H33AsF6N4O6SY as an isolated structure at a distorted geometry from the Open Molecules 2025 dataset. Energies are from ωB97M-V/def2-TZVPD.

Geometry as XYZ:
```
90
C38H33AsF6N4O6SY (ωB97M-V/def2-TZVPD)
C -2.190 -4.599 3.579
H -6.674 4.148 4.871
H -4.040 -0.667 4.642
C 1.593 2.548 2.373
N 1.188 2.341 -0.499
C 1.205 3.632 1.536
C 0.973 3.429 0.111
F 1.189 -0.231 4.511
H 3.877 -3.323 1.012
C -1.006 -3.205 0.279
H 1.333 -3.743 -0.997
C 1.215 5.174 3.410
C -1.601 -5.400 -0.828
S -1.927 0.045 2.978
H 1.727 4.287 5.308
H 0.429 0.880 -3.442
C -5.274 2.507 4.874
H -3.779 -0.133 0.044
H -2.486 2.928 2.962
F 0.741 -2.602 4.806
N -0.545 -2.064 0.053
C 2.752 -1.810 -1.812
H 0.767 5.720 1.389
H 5.111 -4.662 -0.669
H -7.291 2.663 5.618
O 1.778 1.356 1.916
H -1.754 -5.082 4.443
H 2.017 2.329 -2.385
H -4.179 -4.567 4.385
H 4.841 -4.188 -3.101
H -6.125 3.668 6.480
C 1.016 2.310 -1.937
H 0.302 -7.572 -2.602
N 1.033 -0.079 -1.638
C 1.801 2.847 3.743
H 3.341 -2.340 -3.802
H -3.688 -2.789 0.514
H -4.367 4.216 3.958
As 1.766 -1.659 3.785
F 2.948 -0.819 2.903
C 1.879 -0.758 -2.307
Y 0.533 -0.056 0.910
C -1.917 -3.582 1.424
C -3.244 2.432 3.560
C -4.135 0.406 4.508
H -5.147 -3.424 2.403
C -4.300 3.145 4.116
F 0.500 -1.618 2.519
H 0.451 3.167 -2.322
C 4.307 -3.598 -2.366
C 0.353 0.998 -2.355
C 0.955 -5.662 -1.867
H -5.954 0.613 5.628
O -1.639 -1.002 3.925
C -4.092 -3.674 2.430
C 2.878 -2.082 -0.420
O 2.220 -1.456 0.469
C 1.039 4.915 2.068
C 3.780 -3.121 -0.049
C 1.593 4.111 4.245
O -0.806 0.942 2.627
C -5.188 1.125 5.053
H -1.998 -7.309 -1.711
C 4.454 -3.860 -0.990
H -4.130 0.951 1.406
O -1.252 1.151 -0.021
O -2.967 2.607 -0.038
H 1.069 6.169 3.814
C -0.664 -4.388 -0.614
H 2.111 2.033 4.385
H 1.982 -0.552 -3.381
F 2.308 -3.154 3.080
C -1.374 -4.244 2.513
H -0.689 1.018 -2.055
C 3.472 -2.569 -2.747
C 0.609 -4.522 -1.156
N -2.606 -0.533 1.709
H 0.618 4.309 -0.443
H 1.960 -5.755 -2.260
C -3.330 0.424 0.876
C -2.454 1.510 0.228
C -3.548 -4.311 3.540
C -3.274 -3.299 1.376
C -3.157 1.067 3.773
H -2.597 -5.305 -0.416
C 0.027 -6.674 -2.061
F 2.991 -1.838 5.026
C -1.260 -6.531 -1.555
H -0.312 -4.456 2.550
C -6.407 3.291 5.492
```

Output
charge = -2
highest occupied orbital energy (alpha / beta) = -2.505 / -2.509 eV
multiplicity = 2
Kohn-Sham gap (alpha / beta) = 6.685 / 6.218 eV
energy relative to the best compared isomer or geometry (same formula, charge and spin) = 2.859 eV
molecular weight = 951.59 g mol⁻¹

3.
Here is a 6-piece molecular cluster, C38H33B3Br2F7N5O16S overall from the Open Molecules 2025 dataset. Energies are from ωB97M-V/def2-TZVPD.

Geometry as XYZ:
```
105
C38H33B3Br2F7N5O16S (ωB97M-V/def2-TZVPD)
C -3.568 0.198 -5.843
Br 7.879 3.236 5.885
Br 8.077 -5.650 5.920
H 8.755 0.984 6.461
C 1.846 3.784 6.542
N -5.402 1.775 -6.269
H 3.492 7.113 7.617
C 2.258 -2.255 -3.013
C -8.803 5.581 -2.682
H 1.911 -3.277 -3.017
H 9.811 1.868 3.740
C -8.926 5.722 -5.052
H 0.258 4.309 7.883
C 5.282 -2.370 5.054
F 4.881 -3.588 2.595
F 4.117 -0.564 4.158
H -9.900 7.103 -3.710
F 6.482 -1.913 4.593
H 3.431 1.426 -3.056
H -6.125 -2.496 -4.763
C 3.066 4.158 6.000
C -9.902 -4.255 -4.298
C -7.666 3.960 -4.002
C 3.017 6.188 7.327
C 4.175 -1.890 4.080
H 10.835 -0.248 4.369
O -9.880 7.095 -1.315
C -9.919 -4.144 -2.920
N 0.667 -1.785 -4.824
C -3.126 -1.050 -5.432
H -11.954 -6.876 -4.752
H 9.562 -5.475 2.646
C 4.389 -2.344 2.603
C -8.122 4.594 -5.152
O 5.415 5.026 4.996
C -4.046 -2.015 -5.042
O 0.307 -2.945 -4.765
O -6.603 1.986 -6.241
C 3.624 5.356 6.405
C 1.713 -1.336 -3.891
H -10.575 -5.272 -6.055
N -9.160 6.117 -1.355
B 8.892 -3.368 2.733
O 7.686 -3.087 2.092
O -4.575 2.596 -6.612
H 10.068 2.112 6.124
C 9.106 1.747 5.767
O -8.714 5.549 -0.377
H 3.578 3.539 5.278
C 9.183 -4.766 3.392
C -11.385 -6.111 -4.242
H 9.397 -0.776 5.191
S 5.539 -1.302 1.535
B 7.324 -1.779 2.052
B 9.272 -1.094 3.109
O 5.352 -1.848 0.215
H 1.659 0.673 -4.628
H -7.659 3.980 -1.847
H 1.302 6.438 8.580
C 9.186 1.208 4.345
C -10.619 -5.222 -4.978
C -10.691 -5.040 -2.198
O -8.450 -2.470 -4.457
C -5.409 -1.745 -5.062
H 4.440 -0.184 -1.474
H 9.956 -4.636 4.146
F 3.220 -2.328 1.976
C 1.213 4.604 7.467
N 4.919 5.764 5.824
F 5.079 -1.855 6.261
C -11.423 -6.019 -2.857
H -7.046 3.080 -4.083
H -3.694 -2.987 -4.720
O 0.210 -0.968 -5.604
H -12.026 -6.714 -2.288
H -10.722 -4.970 -1.119
H -6.919 -0.278 -5.495
H 8.176 1.208 3.930
F 3.020 -2.392 4.517
C 1.797 5.801 7.859
O 6.975 -5.708 3.412
C 2.113 -0.013 -3.929
C 3.249 -1.832 -2.139
C 9.741 -0.224 4.300
C -8.004 4.455 -2.753
O 8.154 -0.749 2.330
H -9.342 -3.374 -2.431
C 7.950 -5.394 3.981
H -7.846 4.202 -6.121
C -5.863 -0.502 -5.471
C 3.669 -0.509 -2.159
H -9.282 6.215 -5.947
C -9.276 6.227 -3.810
O 5.274 0.077 1.807
O 5.409 6.806 6.209
H -2.873 0.965 -6.151
C 3.102 0.396 -3.048
F 5.347 -3.696 5.144
O 9.811 -2.349 2.833
H 3.687 -2.533 -1.443
H 1.390 2.852 6.238
C -4.929 0.445 -5.851
H -2.066 -1.260 -5.417
N -9.092 -3.299 -5.076
O -9.109 -3.393 -6.285
```

Output
highest occupied orbital energy = -9.662 eV
Kohn-Sham gap = 9.018 eV
molecular weight = 1173.00 g mol⁻¹